# 1
Entry from the Open Molecules 2025 dataset: a molecular structure, C26H33AlIN2O2Sb2 (ωB97M-V/def2-TZVPD).

Results
Orbital gap ... 7.53 eV
Net charge ... +1
E_HOMO ... -10.5 eV

Last column: Mulliken charge in e.
CARTESIAN COORDINATES (ANGSTROEM)
1 C 3.55917 -3.44804 1.20419  -0.72
2 C -3.69336 -1.32559 -1.72573  -1.28
3 H 0.15126 3.99918 -0.78743  0.37
4 H -1.96586 1.00244 6.10572  0.42
5 C -3.59384 0.44614 1.00496  -1.35
6 C -2.28794 0.89241 5.07884  -0.72
7 H -2.30944 2.83340 0.95000  0.50
8 H 6.17488 0.29539 -0.35220  0.39
9 C -0.48460 0.27613 -3.44117  0.43
10 N -0.56250 0.65186 -2.20333  1.16
11 O 1.25750 -2.64545 -2.59831  -0.81
12 C 0.23379 -0.96185 -3.69366  0.60
13 C -3.20562 -0.08908 4.73031  -0.74
14 H -3.38053 -2.23537 -2.23715  0.39
15 H 1.00429 1.14942 3.32042  0.38
16 H 1.14556 -0.79045 -5.63084  0.38
17 I 0.69086 -2.92068 0.64903  0.08
18 Sb 0.18150 1.88178 0.86812  0.81
19 H -4.70660 -1.45267 -1.34518  0.41
20 C 2.31648 -0.32585 -0.52608  0.20
21 C 2.73508 -2.52595 0.64224  0.58
22 C -2.86552 -2.67398 1.07659  -1.53
23 C 0.54991 -1.49633 -5.04787  -1.79
24 Sb -2.39431 -0.95561 -0.08499  0.79
25 H 2.28511 1.57155 -1.51998  0.65
26 C 0.82356 3.71677 0.02091  -1.29
27 H 2.40990 1.48806 2.28640  0.35
28 C 4.57191 -1.06467 0.13612  0.95
29 H 5.61604 -3.91190 1.68681  0.41
30 H 0.79604 4.47351 0.80476  0.44
31 C -3.61533 -0.19686 3.41264  -0.68
32 C 5.10513 0.13238 -0.40539  -0.86
33 H 4.70231 1.96071 -1.40726  0.46
34 H -2.04033 1.83550 -2.53181  0.22
35 H -2.50121 -3.57771 0.58659  0.46
36 H -0.35126 1.08933 -5.38299  0.41
37 H 3.17148 -4.36769 1.62055  0.43
38 C 5.43478 -2.02486 0.72602  -0.93
39 C -2.19812 1.64721 2.77263  0.64
40 Al 0.40415 -0.54950 -0.85832  -0.78
41 H 1.49360 2.83412 3.01393  0.40
42 H -2.42089 -2.59058 2.06723  0.47
43 C 1.42055 1.83542 2.58380  -1.28
44 H -1.45272 2.00159 -4.36799  0.58
45 H -1.35392 3.55300 2.24067  0.73
46 H -1.10648 2.53478 4.38352  0.42
47 H 1.83899 3.63065 -0.36083  0.38
48 H 1.12340 -2.41148 -4.92775  0.42
49 C -1.62646 2.60826 1.76837  -1.47
50 C -1.09965 0.99821 -4.59547  -1.94
51 C 4.28997 1.05325 -0.98471  -1.23
52 H -3.61216 -0.75399 5.48067  0.42
53 N 0.60040 -1.57903 -2.58344  1.20
54 O -1.36534 1.73518 -1.84686  -0.45
55 C -3.11754 0.64798 2.41896  0.62
56 H 6.49675 -1.81275 0.75440  0.41
57 C 4.94992 -3.18503 1.24192  -0.63
58 H -3.66199 1.36362 0.42312  0.55
59 H -3.94984 -2.74293 1.16928  0.44
60 H -4.35116 -0.94624 3.14099  0.40
61 C 3.17423 -1.29445 0.07471  -0.58
62 C -1.80129 1.74949 4.10661  -0.63
63 C 2.89536 0.81074 -1.03645  0.11
64 H -0.35121 -1.72836 -5.62022  0.35
65 H -3.67898 -0.49757 -2.43420  0.35
66 H -4.57654 -0.02882 0.99814  0.75
67 H -1.92132 0.41187 -5.01253  0.37

***

# 2
Entry from the Open Molecules 2025 dataset: 2 unconnected molecules or ions with the total composition C3H7NS (ωB97M-V/def2-TZVPD).

Results
Orbital gap (spin up / spin down) ... 7.90 / 8.64 eV
E_HOMO (spin up / spin down) ... -8.0 / -8.2 eV

Last column: Mulliken charge in e.
CARTESIAN COORDINATES (ANGSTROEM)
1 H -1.82136 -0.32360 -1.15745  0.32
2 N 0.93158 -0.18031 -0.81116  -0.28
3 H 0.41691 -1.46359 0.79656  0.36
4 S 1.63947 1.06545 -0.01547  -0.12
5 H -0.85732 2.13623 0.38804  0.22
6 H 2.16008 -1.67377 0.16123  0.31
7 H 1.47520 0.60785 1.27432  0.15
8 H 0.66996 -2.35306 -0.56832  0.31
9 C -1.63132 1.42075 0.19803  -0.39
10 H -2.65925 1.73339 0.49172  0.26
11 C 1.06006 -1.52667 -0.05204  -0.84
12 C -1.38401 0.55731 -0.70546  -0.31

***

# 3
Entry from the Open Molecules 2025 dataset: 4 unconnected molecules or ions with the total composition C2H9NO5 (ωB97M-V/def2-TZVPD).

Results
Orbital gap ... 10.46 eV
SMILES ... O=CNC=O.O.O.O
E_HOMO ... -10.1 eV

Last column: Mulliken charge in e.
CARTESIAN COORDINATES (ANGSTROEM)
1 H -1.75766 5.57285 0.52135  0.32
2 H -3.69535 1.88618 -2.10317  0.32
3 C 0.72043 -3.44968 0.28714  0.07
4 N 2.05710 -3.13859 0.08216  -0.17
5 H -0.68079 6.36467 1.28527  0.32
6 C 2.80825 -2.30031 0.98404  0.03
7 H -1.34717 4.26319 -1.78550  0.32
8 O -1.49199 4.08248 -2.72460  -0.63
9 H 0.29450 -4.17657 -0.41968  0.35
10 O 0.04286 -2.90642 1.11770  -0.48
11 H -1.09473 4.85791 -3.14355  0.31
12 O -3.94183 1.00649 -1.77774  -0.64
13 O 2.68749 -2.29794 2.16409  -0.40
14 O -0.94044 5.46764 1.02618  -0.64
15 H 2.64380 -3.77030 -0.44362  0.26
16 H -3.64792 1.09634 -0.85698  0.32
17 H 3.46786 -1.66160 0.37925  0.34

***

# 4
Entry from the Open Molecules 2025 dataset: 2 unconnected molecules or ions with the total composition C6H14O2 (ωB97M-V/def2-TZVPD).

Results
Orbital gap ... 10.39 eV
SMILES ... C=C(C)C[C@@H](C)O.O
E_HOMO ... -9.6 eV

Last column: Mulliken charge in e.
CARTESIAN COORDINATES (ANGSTROEM)
1 C -1.06144 0.11011 1.18883  -1.08
2 C -0.91173 0.46679 -0.09062  0.88
3 H -2.99945 0.93474 -0.34457  0.38
4 H -1.09959 -3.33134 0.03953  0.28
5 H 2.43431 -0.09640 -0.93067  0.31
6 H 3.02056 0.56971 1.42038  0.37
7 C 2.18960 1.01437 0.87974  -1.39
8 O -0.95434 -2.45830 -0.34204  -0.68
9 H -1.20745 -1.75789 0.32957  0.40
10 H 0.86440 -1.77067 -0.02416  0.42
11 C -2.10566 0.77145 -0.94817  -1.54
12 C 1.66341 0.00901 -0.14405  0.09
13 H -1.92174 1.66091 -1.54902  0.35
14 H 2.53862 1.91015 0.37152  0.38
15 O 1.50023 -1.24181 0.48750  -0.59
16 H 0.56174 1.52256 -1.19462  0.49
17 H 1.41769 1.29157 1.59008  0.31
18 H -2.02854 0.18138 1.66444  0.35
19 H -0.22428 -0.10553 1.82764  0.30
20 C 0.38664 0.49481 -0.85219  -0.72
21 H -2.30000 -0.05716 -1.62868  0.31
22 H 0.23701 -0.11846 -1.75047  0.39

***

# 5
Entry from the Open Molecules 2025 dataset: a molecular structure, C45H41BaCl2GeN4O2P2 (ωB97M-V/def2-TZVPD).

Results
Orbital gap (spin up / spin down) ... 6.79 / 5.87 eV
Spin multiplicity ... 2
E_HOMO (spin up / spin down) ... -6.8 / -6.9 eV
⟨S²⟩ ... 0.754

Last column: Mulliken charge in e.
CARTESIAN COORDINATES (ANGSTROEM)
1 N -2.90994 -0.32462 -0.07382  -0.11
2 C -3.84012 4.25501 0.85906  0.29
3 C 4.77099 -1.42682 0.57613  -0.43
4 C 1.66685 -3.11034 -2.75658  -1.38
5 H -6.22186 2.17662 -2.45970  0.48
6 C -3.35242 3.61687 -4.62965  1.15
7 C 2.81327 -0.22675 1.23864  0.17
8 C -3.16316 -3.96220 -4.58318  -0.90
9 C -3.13840 3.37537 -3.25215  -0.58
10 C -1.78704 -4.42431 -2.67100  -0.69
11 H 0.67089 4.74473 -0.84003  0.66
12 Cl -1.73159 5.38841 5.11762  -0.22
13 Ba -0.32863 0.60163 -0.08114  1.51
14 H -2.84812 0.47580 -3.56769  0.05
15 H -4.04928 2.60561 -1.44788  -0.72
16 N -1.79510 1.55083 1.69951  0.02
17 P 0.22255 -2.67228 -1.70959  1.69
18 C -0.93235 4.12116 4.24767  -0.25
19 Cl 1.38594 4.85947 5.46652  -0.24
20 H 4.94505 -1.69026 -1.56413  0.49
21 H -2.74168 3.50555 3.29858  0.89
22 C -1.13221 -3.20205 -2.82326  0.13
23 C 3.15640 -0.65768 -0.99110  -0.77
24 O 2.50055 0.35932 3.49879  -0.74
25 H -2.82270 -2.09608 -5.55032  0.31
26 C 3.98895 -0.88537 1.58018  -0.58
27 H -5.65586 0.99276 1.28537  0.50
28 C -5.65100 -0.33266 -0.43297  -0.83
29 C -4.83372 -1.09536 -1.25681  -0.68
30 C -2.58722 4.61344 0.36937  0.44
31 C -1.85053 3.60847 -2.68141  0.95
32 H -1.04024 6.11417 0.46133  0.37
33 H 2.56868 -3.12591 -2.14401  0.42
34 C -2.70492 6.64623 1.67875  -0.79
35 C -3.46983 -1.06849 -1.02834  -0.45
36 H -3.94260 -4.25472 -5.27436  0.42
37 C 0.31834 2.08909 2.79166  -0.19
38 H 0.75758 -1.64861 -5.64209  0.42
39 C -5.64455 2.86958 -4.42501  -0.70
40 C 0.04773 -0.82078 -5.64779  -1.54
41 C -4.62844 3.36830 -5.19064  -0.98
42 C -2.17106 0.38572 -4.41951  -0.76
43 H 5.69918 -1.93065 0.81429  0.42
44 C -2.27015 4.05540 -5.43411  -0.86
45 H 0.59624 0.09470 -5.87336  0.44
46 C -3.69081 0.40693 0.72640  0.40
47 C -1.68079 3.33160 3.38764  -0.48
48 H 2.77967 -0.55453 -2.00427  0.58
49 H -1.51114 -5.09444 -1.86830  0.35
50 H -4.28511 3.30283 0.59345  0.03
51 H 0.17101 4.15563 -3.11497  0.29
52 H -5.48632 4.77739 2.12473  0.40
53 C -4.52194 5.08130 1.73859  -0.72
54 H 1.80128 -2.36653 -3.54232  0.23
55 C 0.31921 -4.03174 -0.48852  -1.75
56 N 0.96648 1.16536 1.94212  0.10
57 H -5.23874 -1.70696 -2.05164  0.52
58 H -2.44713 4.24030 -6.48706  0.39
59 C -5.42382 2.59333 -3.06126  -1.06
60 C -1.52207 -2.33799 -3.85634  0.08
61 C -0.82438 3.98782 -3.51269  -0.54
62 C -2.52468 -2.74396 -4.73554  -0.37
63 C 0.42340 3.89111 4.39719  0.10
64 C -1.02852 4.21500 -4.89221  -1.10
65 C 1.04140 2.87630 3.68003  -0.39
66 H 1.53334 -4.09128 -3.21594  0.44
67 H -2.73970 0.04063 -5.28378  0.48
68 H -2.80172 -1.67233 -1.63390  0.71
69 H -1.78704 1.38412 -4.64140  0.07
70 C -3.95460 6.27786 2.15005  -0.56
71 H 2.09619 2.70135 3.82191  0.55
72 C -4.20663 2.84481 -2.49342  1.08
73 H 4.25863 -0.92906 2.62512  0.56
74 H -3.30146 -5.74811 -3.39416  0.42
75 H 0.51444 -5.01362 -0.92493  0.43
76 H -6.72509 -0.33371 -0.56964  0.47
77 H -0.19806 4.53591 -5.50807  0.44
78 H -6.61464 2.67753 -4.86453  0.42
79 C 0.41258 3.77920 -0.39835  -1.32
80 P -0.74158 -0.67286 -3.99562  0.75
81 C 4.35833 -1.30144 -0.74297  -0.69
82 H 1.13778 -3.79127 0.19295  0.40
83 H -4.47709 6.91139 2.85505  0.38
84 C -2.02830 5.81742 0.79742  -0.28
85 C -1.08549 2.31258 2.65314  -0.24
86 C -2.80058 -4.79915 -3.53572  -0.77
87 C -3.07337 1.22440 1.89098  0.02
88 H -0.68117 -0.99837 -6.44069  0.38
89 H -2.24682 7.56789 2.01299  0.42
90 H -0.59424 -4.07852 0.10554  0.45
91 C -5.07602 0.41289 0.58105  -0.54
92 Ge -1.50226 3.45338 -0.75163  0.87
93 O -3.83301 1.43674 2.83423  -0.74
94 H -4.77615 3.57090 -6.24474  0.40
95 C 2.02986 0.48310 2.36925  -0.11
96 N 2.39824 -0.13812 -0.02915  0.31
97 H 1.09798 3.03753 -0.81482  0.63
98 H 0.57051 3.82766 0.67982  0.28

***

# 6
Entry from the Open Molecules 2025 dataset: 8 unconnected molecules or ions with the total composition C32H31BrF7NO23 (ωB97M-V/def2-TZVPD).

Results
Orbital gap ... 8.86 eV
SMILES ... CC[C@H](Br)c1ccc2c(c1)C(=O)NC2=O.O=C1OC[C@@H](F)O1.O=C1OC[C@@H](F)O1.O=C1OC[C@@H](F)O1.O=C1OC[C@@H](F)O1.O=C1OC[C@@H](F)O1.O=C1OC[C@@H](F)O1.O=C1OC[C@@H](F)O1
E_HOMO ... -9.6 eV

Last column: Mulliken charge in e.
CARTESIAN COORDINATES (ANGSTROEM)
1 C -5.54117 0.24106 1.70058  -0.64
2 H -4.76004 0.12715 2.49323  0.43
3 O -1.81533 9.14786 -0.78803  -0.47
4 C 2.38305 1.23674 -2.71141  -0.17
5 C 7.87647 -2.08249 4.66705  0.64
6 O 0.86570 -2.01749 -2.15648  -0.62
7 H -0.67613 -0.60282 -6.98065  0.23
8 C 2.91994 -5.54394 5.56830  0.60
9 C -4.95308 0.79797 0.35814  -0.23
10 C 5.78805 -2.79754 4.81641  0.93
11 H 1.53681 0.76388 -4.67439  0.21
12 O 3.32956 -6.29110 6.39532  -0.52
13 H 6.33665 -4.18805 6.38418  0.31
14 H -2.48640 0.87162 -7.67153  0.29
15 O 7.57799 -5.48209 3.38779  -0.19
16 O -2.18674 -0.99539 -5.60123  -0.26
17 H -4.61705 4.05925 -2.82974  0.27
18 H -1.59758 -0.14389 -3.01552  0.36
19 H -5.22673 9.06714 0.80416  0.29
20 C -2.68822 -0.20243 -7.67750  0.31
21 C 7.97902 -6.77734 3.58441  0.54
22 H -5.83001 -2.00082 1.98072  0.26
23 H 2.12560 1.88920 -1.87360  0.25
24 O 2.20243 -4.42146 5.83730  -0.33
25 H -1.64084 -2.06032 -7.28345  0.27
26 F -3.14799 5.05933 -3.76236  -0.31
27 H -3.20235 -1.01787 1.81408  0.33
28 C -1.65369 -1.45995 0.29692  -0.68
29 Br -6.30122 0.92346 -1.10621  -0.14
30 F -2.82644 -0.63306 -8.95424  -0.29
31 H -3.08432 6.47881 -1.70744  0.22
32 C -2.96016 3.90034 -0.63900  0.69
33 O 7.87325 -2.95743 5.70854  -0.31
34 C -6.36055 -1.10165 1.57041  -1.01
35 H -6.69846 -1.34522 0.53508  0.28
36 C -0.66163 -2.43296 0.97874  0.12
37 C 2.17887 -4.84195 3.59726  0.32
38 O -3.42792 10.70828 -0.58578  -0.34
39 C -3.19150 0.31816 -1.50233  0.01
40 N 0.38249 -2.58024 0.02217  0.03
41 C -2.87149 -0.83386 0.77068  -0.23
42 O -4.26636 -0.73905 -4.76885  -0.49
43 F 0.41888 2.10789 -3.68592  -0.23
44 O 3.73985 1.46205 -3.08763  -0.33
45 O 4.69121 2.82181 -4.61246  -0.50
46 O 2.44411 2.60518 -4.53505  -0.33
47 C -3.52140 -0.73554 -5.69248  0.65
48 F -6.22249 8.73847 -0.90823  -0.30
49 C -5.12587 9.22173 -0.27275  0.28
50 O -3.67697 5.02341 -0.36953  -0.33
51 C -4.84907 10.64190 -0.67155  -0.43
52 C -1.22988 -1.15691 -1.07176  0.16
53 H 6.26041 -2.49537 6.91061  0.30
54 H 0.83045 -3.49506 -0.04384  0.27
55 O -2.56158 3.15138 0.19212  -0.53
56 O 8.85876 -1.62741 4.18182  -0.52
57 F 6.04186 -4.54419 2.03600  -0.23
58 H 2.78715 -2.96953 4.49537  0.18
59 C 1.64156 1.58964 -3.96598  0.37
60 C 7.05615 -5.44362 2.07293  0.28
61 C -1.96470 -0.31217 -1.98134  -0.79
62 H 7.84217 -5.14373 1.37576  0.23
63 H -7.29724 -0.96767 2.18342  0.32
64 O 6.60736 -1.79969 4.24446  -0.35
65 H -4.83088 6.18302 -1.65915  0.22
66 O -0.79724 -2.95149 2.05394  -0.58
67 C 6.54526 -6.83897 1.86633  -0.34
68 F 4.56869 -2.25597 5.08994  -0.39
69 C -1.67850 -1.02650 -6.93286  -0.41
70 C -2.96273 9.43682 -0.71613  0.55
71 H 5.67398 -3.62433 4.11364  -0.17
72 O 7.45309 -7.61069 2.64566  -0.33
73 C 3.72153 2.34455 -4.12336  0.58
74 H -6.25552 1.02308 2.08469  0.41
75 H -3.75891 0.97915 -2.18926  0.26
76 C 0.09647 -1.92824 -1.23369  0.04
77 H 1.25637 -5.38519 3.37951  0.28
78 O 3.10706 -5.70862 4.22365  -0.28
79 O -3.88996 -0.46344 -6.97758  -0.32
80 O 8.69856 -7.12637 4.45826  -0.49
81 C -3.69475 4.60344 -2.60909  0.46
82 H -5.16201 10.85803 -1.69569  0.28
83 H -5.31667 11.36256 -0.00207  0.28
84 F 2.72410 -4.38412 2.44122  -0.27
85 C 6.51361 -3.15711 6.07863  -0.51
86 O -3.98642 8.52979 -0.74708  -0.14
87 C -3.85168 5.70990 -1.60776  -0.47
88 C -3.63190 0.04852 -0.11522  1.46
89 O -2.76939 3.73590 -1.97988  -0.19
90 H 5.53053 -6.97446 2.24901  0.22
91 C 2.02329 -3.73631 4.59749  -0.19
92 H 1.04300 -3.26384 4.54668  0.28
93 H -4.61682 1.84975 0.57564  0.19
94 H 6.56972 -7.14238 0.82045  0.30
95 H 2.22491 0.20109 -2.41160  0.13